Entry 1:
18
Properties=species:S:1:pos:R:3:forces:R:3 method="wB97M-V/def2-TZVPD" charge=+1 mol_weight_g_mol=101.149 orbital_gap_ev="12.56 / 7.72" spin_multiplicity=2 e_tot_ev=-8891.9544 s_squared=0.76 lumo_ha="-0.130 / -0.305" e_above_lowest_kj_mol=133.4
C -1.286 0.705 -0.203 -0.723 -0.499 0.410
C -2.692 0.094 0.000 0.611 -0.431 0.184
C -0.289 -0.343 -0.610 -0.248 0.830 -0.593
N 1.193 -0.037 -0.345 -0.651 -1.612 2.201
C 1.506 0.909 0.701 -0.024 1.005 -0.324
C 2.025 -1.243 -0.285 0.161 0.305 -1.366
O -0.517 -1.359 -1.158 0.150 -0.316 0.014
H -1.337 1.413 -1.017 0.282 0.391 -0.363
H -1.012 1.233 0.705 0.169 0.076 -0.119
H -2.785 -0.229 1.035 -0.193 0.154 0.062
H -2.822 -0.807 -0.595 -0.104 0.178 -0.265
H -3.456 0.823 -0.243 -0.085 0.020 0.058
H 1.320 0.448 1.680 0.135 -0.258 -0.073
H 0.878 1.796 0.666 0.109 -0.028 -0.298
H 2.550 1.212 0.639 0.099 -0.209 0.032
H 2.735 -1.131 -1.119 0.379 -0.001 0.365
H 1.485 -2.149 -0.531 -0.385 0.166 0.042
H 2.505 -1.336 0.679 0.314 0.227 0.032

=====

Entry 2:
96
Properties=species:S:1:pos:R:3:forces:R:3 method="wB97M-V/def2-TZVPD" charge=+3 mol_weight_g_mol=851.563 orbital_gap_ev="5.78 / 5.18" spin_multiplicity=3 e_tot_ev=-194737.7235 s_squared=2.12 lumo_ha="-0.448 / -0.470"
Tc -0.923 0.159 0.012 -0.032 0.069 -0.205
C 5.830 4.808 0.509 0.041 0.005 0.007
C 4.385 5.246 0.287 -0.063 0.029 0.010
C 4.262 5.967 -1.077 0.027 -0.019 0.009
C 3.954 6.215 1.418 0.026 -0.025 -0.023
C 3.435 4.086 0.294 -0.157 0.148 -0.042
C 3.809 2.781 0.523 0.047 -0.182 0.008
C 2.850 1.774 0.506 -0.036 0.293 -0.003
Br 3.364 0.060 0.877 0.032 -0.004 -0.031
C 1.456 2.071 0.227 -0.232 -0.242 0.026
O 0.636 0.962 0.182 0.165 0.176 0.041
C 1.005 3.356 0.032 0.225 0.110 0.000
C 2.039 4.339 0.068 -0.028 -0.134 0.022
C -0.408 3.893 -0.198 0.025 0.036 -0.009
C -0.737 4.847 0.970 -0.033 0.030 -0.019
C -1.514 2.845 -0.252 0.077 -0.199 -0.033
C -0.429 4.652 -1.539 -0.027 0.026 0.011
H 6.473 5.686 0.482 0.001 -0.015 0.001
H 6.177 4.128 -0.272 -0.013 0.018 0.002
H 5.973 4.336 1.484 -0.018 0.014 -0.010
H 4.968 6.798 -1.078 -0.011 0.001 -0.014
H 3.271 6.389 -1.255 0.011 -0.014 0.016
H 4.518 5.303 -1.904 0.012 0.014 0.014
H 4.656 7.049 1.424 -0.015 0.007 0.011
H 3.989 5.731 2.394 0.016 0.010 -0.008
H 2.957 6.634 1.265 0.009 -0.009 -0.005
H 4.838 2.519 0.724 -0.009 -0.002 0.001
H 1.746 5.367 -0.090 0.010 -0.014 0.008
H -0.691 4.337 1.934 -0.004 -0.001 -0.016
H -1.748 5.234 0.836 0.021 0.000 -0.001
H -0.070 5.708 1.005 0.001 -0.015 0.008
H -1.633 2.325 0.716 0.012 -0.050 -0.013
H -1.413 2.192 -1.140 -0.008 0.046 0.035
H -2.481 3.322 -0.402 -0.039 -0.001 0.005
H 0.230 5.520 -1.541 -0.004 -0.019 -0.009
H -1.439 5.024 -1.720 0.021 0.001 0.007
H -0.150 4.006 -2.374 -0.004 0.002 0.011
F -2.725 -0.084 0.012 0.082 0.074 0.207
As -5.225 0.968 -0.472 -0.166 0.187 0.034
F -4.206 1.840 -1.542 0.035 -0.034 -0.039
F -5.125 -0.310 -1.582 0.066 -0.123 -0.060
F -6.698 1.664 -0.749 0.025 -0.010 -0.023
F -5.555 -0.182 0.726 0.010 -0.084 0.040
F -4.538 1.931 0.759 0.054 0.025 0.054
C 2.954 -4.539 0.008 0.033 0.014 -0.042
C 2.462 -4.066 -1.373 0.011 0.020 0.029
C 1.479 -2.890 -1.258 -0.015 -0.014 -0.005
C 0.600 -3.130 -0.024 0.138 0.122 -0.063
C 1.432 -2.945 1.264 -0.026 0.005 0.006
C 2.882 -3.417 1.040 -0.040 -0.028 0.070
P -0.983 -2.253 0.010 -0.213 -0.164 0.121
C -2.054 -2.565 -1.423 -0.084 0.054 -0.076
C -1.717 -1.598 -2.577 0.083 0.060 0.049
C -2.528 -1.987 -3.812 -0.017 -0.001 -0.022
C -2.112 -3.383 -4.323 0.007 0.014 0.021
C -1.463 -4.252 -3.237 -0.015 0.005 0.000
C -2.137 -4.048 -1.884 -0.006 0.020 -0.011
C -1.895 -2.531 1.552 -0.049 -0.006 0.045
C -1.953 -4.008 2.004 0.017 0.009 0.081
C -2.355 -4.083 3.492 -0.019 -0.031 -0.034
C -3.242 -2.912 3.904 0.025 -0.007 0.009
C -2.513 -1.558 3.770 -0.008 0.035 0.011
C -1.418 -1.620 2.694 -0.020 -0.050 -0.051
H 3.977 -4.905 -0.068 -0.001 -0.025 0.002
H 2.363 -5.388 0.359 -0.036 0.022 0.008
H 1.968 -4.889 -1.893 0.014 -0.005 -0.007
H 3.301 -3.765 -2.001 0.003 0.020 0.014
H 0.903 -2.792 -2.176 0.007 -0.044 0.017
H 2.019 -1.949 -1.123 0.020 0.071 0.018
H 0.225 -4.164 -0.077 0.027 -0.015 0.028
H 0.979 -3.507 2.081 0.018 -0.023 -0.008
H 1.428 -1.892 1.570 -0.047 -0.086 -0.007
H 3.299 -3.741 1.992 0.015 -0.006 0.007
H 3.508 -2.582 0.705 -0.014 -0.087 -0.068
H -3.035 -2.269 -1.036 0.005 -0.001 -0.001
H -0.649 -1.604 -2.813 -0.019 -0.029 -0.018
H -1.980 -0.559 -2.286 0.009 -0.030 -0.056
H -2.398 -1.241 -4.593 -0.004 0.002 -0.008
H -3.587 -1.969 -3.543 0.006 -0.017 0.021
H -1.422 -3.280 -5.159 0.021 -0.008 -0.007
H -2.993 -3.890 -4.714 -0.015 0.005 -0.003
H -0.394 -4.033 -3.161 -0.012 -0.010 0.003
H -1.530 -5.304 -3.512 0.008 -0.005 -0.017
H -1.738 -4.735 -1.133 0.026 0.020 0.000
H -3.197 -4.294 -1.970 0.005 -0.016 -0.003
H -2.912 -2.211 1.300 0.002 -0.008 -0.051
H -0.989 -4.504 1.869 -0.019 0.005 -0.028
H -2.676 -4.539 1.382 -0.016 0.010 0.011
H -1.460 -4.107 4.119 0.012 0.031 -0.008
H -2.872 -5.026 3.664 0.020 -0.008 0.027
H -3.563 -3.041 4.936 -0.030 0.004 0.005
H -4.156 -2.914 3.305 0.016 0.009 -0.037
H -2.060 -1.268 4.717 0.022 -0.016 0.003
H -3.233 -0.778 3.514 -0.004 -0.004 0.002
H -0.475 -1.986 3.103 0.005 0.006 -0.007
H -1.202 -0.582 2.337 0.005 0.056 0.011

=====

Entry 3:
10
Properties=species:S:1:pos:R:3:forces:R:3 method="wB97M-V/def2-TZVPD" charge=+1 mol_weight_g_mol=90.062 orbital_gap_ev="9.47 / 10.32" spin_multiplicity=3 e_tot_ev=-9652.8402 s_squared=2.01 lumo_ha="-0.141 / -0.213" e_above_lowest_kj_mol=0.0
C 0.987 0.475 -0.177 2.145 -0.095 0.737
N 2.000 -0.041 0.135 -1.931 1.097 0.741
N -2.341 -0.995 0.060 -2.365 -3.098 0.522
N -0.163 1.028 -0.230 -0.971 -0.314 -0.086
O 3.108 -0.632 -0.136 2.195 -1.037 0.221
O -2.602 0.162 -0.095 -0.474 2.664 -0.374
H -3.278 -1.534 0.168 1.716 -0.167 -0.041
H -0.460 2.020 -0.232 1.088 -0.723 -0.101
H -0.956 0.367 -0.179 0.666 0.809 -0.182
H 3.705 -0.850 0.686 -2.070 0.864 -1.439

=====

Entry 4:
16
Properties=species:S:1:pos:R:3:forces:R:3 method="wB97M-V/def2-TZVPD" mol_weight_g_mol=202.010 orbital_gap_ev="6.21 / 5.83" e_tot_ev=-43467.8926 lumo_ha="-0.060 / -0.071" e_above_lowest_kj_mol=566.6
C -3.507 -1.005 0.561 -3.868 -0.420 1.605
C 2.663 1.111 0.940 -0.649 -0.168 0.198
C -2.307 -1.391 0.206 2.026 0.547 -0.349
C 3.503 0.273 0.286 -1.370 0.047 -0.202
C -2.489 1.192 -0.302 -2.080 -1.391 0.819
C 0.158 -0.014 0.350 -1.268 1.258 -0.588
P -4.070 0.669 0.225 2.340 0.353 -0.550
P 0.859 1.420 0.706 1.386 1.052 0.120
P 3.372 -1.124 -0.731 -0.403 -0.291 -0.201
P -1.363 -0.119 -0.562 -0.523 0.440 -0.658
H -4.340 -1.571 1.105 1.588 0.083 -0.944
H 3.240 1.850 1.487 -0.586 0.436 0.104
H -1.691 -2.251 0.284 -0.433 -1.320 0.563
H 4.468 0.674 0.324 1.954 0.062 0.220
H -2.427 2.142 -0.717 0.495 1.655 -0.579
H 0.429 -0.949 0.665 1.391 -2.343 0.444

=====

Entry 5:
108
Properties=species:S:1:pos:R:3:forces:R:3 method="wB97M-V/def2-TZVPD" smiles="c1cc[nH]c1.c1cc[nH]c1.c1cc[nH]c1.c1cc[nH]c1.c1cc[nH]c1.c1cc[nH]c1.COC(=O)OC.COC(=O)OC.COC(=O)OC.COC(=O)OC" mol_weight_g_mol=762.858 orbital_gap_ev=8.52 e_tot_ev=-71715.2169 lumo_ha=0.018
C 17.291 8.224 19.904 1.163 -0.287 -1.490
O 16.278 8.035 18.867 -0.031 1.311 1.280
C 15.544 9.151 18.594 1.933 1.497 1.171
O 15.710 10.248 19.113 -0.369 -1.777 -0.365
O 14.727 8.955 17.606 -1.320 -0.577 -0.429
C 14.591 7.617 17.105 -0.712 0.958 -3.073
H 16.960 8.301 20.914 -0.996 0.290 0.475
H 17.988 9.071 19.685 -0.831 -0.637 -0.053
H 17.830 7.285 19.829 0.296 0.034 0.055
H 15.550 7.290 16.711 -0.123 -0.230 0.097
H 13.846 7.692 16.248 1.119 0.181 0.893
H 14.136 6.914 17.738 -0.164 -0.655 1.522
C 12.601 15.894 14.006 -1.932 1.838 -0.639
O 11.147 15.602 13.894 0.606 0.541 0.222
C 10.754 15.096 12.751 0.439 -1.114 -1.198
O 11.509 14.673 11.883 -0.593 0.622 0.549
O 9.418 15.055 12.689 0.781 0.242 0.389
C 8.928 14.410 11.493 0.290 -0.122 0.869
H 12.555 16.613 14.809 0.520 -0.087 0.520
H 12.925 16.474 13.119 -0.058 -0.840 0.349
H 13.124 15.008 14.225 0.793 -0.917 0.098
H 9.057 13.323 11.673 -0.321 0.554 -0.556
H 9.566 14.771 10.689 -0.449 -0.312 -0.372
H 7.889 14.745 11.451 0.225 -0.361 -0.339
C 11.887 10.042 14.863 -0.161 -1.798 -1.476
O 11.499 10.290 13.467 0.678 1.059 0.130
C 10.208 10.105 13.225 -1.116 -2.308 1.965
O 9.493 9.516 14.037 0.262 1.209 -1.619
O 9.866 10.497 12.002 2.197 1.316 0.509
C 8.658 10.140 11.434 -1.171 -0.500 0.196
H 12.955 10.160 15.001 -0.032 0.716 -0.290
H 11.668 9.005 15.058 0.091 -0.670 -0.069
H 11.225 10.507 15.526 -0.552 1.518 0.903
H 7.821 10.339 12.083 -0.251 -0.278 0.609
H 8.720 9.093 11.176 -0.408 -0.323 -0.252
H 8.465 10.761 10.578 0.471 0.136 -0.578
C 17.202 12.867 14.168 1.560 -0.188 0.542
O 16.582 12.388 15.356 -0.060 -0.906 0.453
C 15.329 12.721 15.496 -2.102 0.549 -0.367
O 14.738 13.455 14.697 0.310 -0.768 1.176
O 14.765 12.134 16.580 1.050 0.800 -0.864
C 13.424 12.598 16.918 1.915 0.851 1.127
H 18.240 12.591 14.303 0.152 -0.402 -0.196
H 17.226 13.925 14.213 -0.458 1.188 -0.387
H 16.847 12.459 13.235 -0.506 -0.143 -0.030
H 13.493 13.649 17.324 -0.212 -1.062 -0.554
H 13.126 11.929 17.714 -0.303 -0.056 -0.036
H 12.876 12.517 16.027 -1.298 0.120 -0.850
N 9.921 13.961 16.070 -1.520 -0.232 -1.119
C 8.976 12.942 15.804 0.990 0.884 0.218
C 9.023 12.095 16.877 0.140 0.793 0.595
C 9.906 12.636 17.844 0.794 1.437 -0.426
C 10.421 13.825 17.304 -0.795 -2.253 0.157
H 10.295 14.668 15.443 -0.691 -0.243 -0.076
H 8.204 13.020 15.050 0.588 -0.052 -0.291
H 8.389 11.270 17.072 -0.472 -0.669 -0.155
H 10.146 12.278 18.821 -0.031 -0.285 0.293
H 11.084 14.571 17.617 0.990 0.549 0.849
N 14.450 12.085 10.308 0.093 -0.061 -0.613
C 13.814 10.909 10.311 -0.512 -0.821 0.593
C 14.349 10.097 9.356 -0.297 -1.161 -0.077
C 15.360 10.853 8.730 0.226 0.573 -1.357
C 15.377 12.102 9.341 1.300 -0.330 -1.782
H 14.380 12.755 11.007 -0.349 1.425 1.220
H 13.038 10.753 11.016 -0.507 -0.326 0.521
H 14.050 9.043 9.185 0.270 1.034 -0.045
H 15.875 10.605 7.783 -0.143 0.108 0.987
H 15.965 12.972 9.042 -0.325 -0.191 0.478
N 18.780 17.670 12.754 1.169 0.007 -0.714
C 19.846 17.305 11.941 -0.757 0.353 0.149
C 20.781 16.743 12.792 0.730 -0.419 -2.837
C 20.284 16.756 14.074 0.983 -0.149 0.720
C 19.094 17.383 14.034 -0.901 -0.441 0.627
H 17.987 18.184 12.457 -0.531 0.170 -0.189
H 19.765 17.512 10.862 0.386 -0.306 0.824
H 21.694 16.262 12.456 -0.090 0.263 0.116
H 20.843 16.350 14.887 -0.204 -0.054 0.635
H 18.400 17.427 14.823 -0.826 0.516 0.654
N 14.852 13.167 20.528 0.858 -0.629 -0.301
C 14.666 14.466 20.091 0.637 -0.294 -0.240
C 13.369 14.800 20.366 0.042 1.364 -0.317
C 12.767 13.718 21.020 -1.022 -0.108 -0.074
C 13.688 12.711 21.048 -0.748 -0.699 0.953
H 15.660 12.529 20.426 -0.748 1.027 -0.211
H 15.451 15.066 19.632 -0.217 -0.448 0.166
H 12.910 15.761 20.111 0.245 -0.455 0.258
H 11.743 13.715 21.393 0.409 -0.257 -0.135
H 13.537 11.714 21.470 0.483 0.399 -0.319
N 14.531 15.515 10.874 1.075 -0.703 1.003
C 15.329 16.003 9.883 -0.363 0.990 -0.928
C 16.696 15.866 10.193 -2.112 1.392 -2.778
C 16.709 15.260 11.416 -1.503 -0.625 1.381
C 15.398 15.047 11.856 0.512 -0.538 -0.211
H 13.506 15.378 10.881 0.993 0.260 -0.044
H 14.820 16.576 9.110 0.479 -0.367 -0.146
H 17.448 16.232 9.470 -0.270 -0.434 1.009
H 17.559 15.015 11.959 1.313 -0.515 0.962
H 15.113 14.451 12.722 -0.258 0.448 -0.214
N 17.534 10.696 11.106 1.407 -0.398 1.971
C 18.905 10.936 11.405 -1.563 0.018 -0.621
C 19.258 10.299 12.547 -0.320 -0.079 0.284
C 18.100 9.624 13.024 0.246 0.045 0.500
C 17.101 9.906 12.174 -1.715 0.048 -1.553
H 16.887 11.188 10.471 0.875 -0.521 0.234
H 19.567 11.483 10.787 0.101 0.620 -0.666
H 20.215 10.399 13.016 0.293 -0.240 0.031
H 17.907 9.019 13.890 0.467 -0.090 0.258
H 16.085 9.501 12.223 0.375 0.456 -0.224

=====

Entry 6:
82
Properties=species:S:1:pos:R:3:forces:R:3 method="wB97M-V/def2-TZVPD" mol_weight_g_mol=736.946 orbital_gap_ev="5.28 / 4.68" spin_multiplicity=6 e_tot_ev=-130521.5986 s_squared=9.02 lumo_ha="0.009 / -0.061"
Mn -0.434 0.566 -4.728 -0.595 1.317 3.035
C -1.956 1.033 -5.840 -1.253 -0.461 -0.603
C -1.890 -0.414 -5.613 -1.502 0.735 -1.049
C -1.268 -1.344 -6.639 -0.356 -0.137 0.111
C 0.162 -0.908 -7.031 0.511 -0.692 -0.429
C 0.877 -0.036 -6.003 1.660 0.707 -1.336
C 0.788 1.437 -6.004 0.447 -0.943 -0.754
C -0.021 2.182 -7.039 0.119 0.327 -0.564
C -1.485 1.692 -7.122 -0.075 0.222 -0.565
C 1.425 0.105 -0.079 -0.181 0.116 0.569
H -2.770 1.543 -5.314 0.146 -0.158 -0.239
H -2.711 -0.853 -5.023 0.376 0.237 -0.141
H -1.914 -1.453 -7.534 0.282 0.116 0.230
H -1.221 -2.355 -6.204 0.001 0.145 -0.014
H 0.774 -1.816 -7.132 -0.168 0.111 -0.052
H 0.156 -0.491 -8.047 0.034 0.317 0.292
H 1.796 -0.485 -5.600 -0.261 0.311 -0.380
H 1.662 1.987 -5.629 -0.388 -0.316 0.012
H 0.459 2.115 -8.028 -0.087 -0.070 -0.062
H -0.010 3.261 -6.826 -0.006 -0.229 0.257
H -2.131 2.557 -7.348 0.147 -0.325 -0.028
H -1.576 1.003 -7.977 -0.121 0.144 0.204
H 0.722 0.946 0.017 0.195 -0.254 0.049
H 2.274 0.202 0.617 -0.366 0.053 -0.144
H 0.862 -0.809 0.137 0.281 0.200 0.021
P -1.566 -0.876 -1.608 0.188 0.874 -3.517
P 2.089 0.030 -1.718 -0.776 -0.550 -1.627
C -0.393 -0.820 -3.171 0.228 -1.880 2.104
C 1.018 -0.508 -3.089 1.423 -1.299 1.812
C -2.603 -2.345 -1.640 -0.241 -1.166 0.631
C -2.878 -3.043 -2.828 -0.018 -0.163 0.458
C -3.632 -4.223 -2.768 0.055 0.239 -0.128
C -4.128 -4.696 -1.553 0.090 0.081 0.218
C -3.886 -3.989 -0.372 -0.009 0.165 -0.392
C -3.150 -2.810 -0.421 0.371 0.125 -0.269
C -2.769 0.331 -2.275 -0.086 0.780 0.317
C -2.219 1.561 -2.690 -0.318 0.634 0.616
C -3.049 2.686 -2.875 0.767 -0.457 0.175
C -4.421 2.574 -2.708 -0.202 -0.129 -0.080
C -4.986 1.318 -2.456 0.297 -0.489 -0.259
C -4.177 0.189 -2.261 0.314 0.552 0.175
C 3.525 -1.074 -1.581 0.283 -0.108 0.001
C 3.308 -2.394 -1.126 0.314 0.357 -0.148
C 4.402 -3.230 -0.901 -0.234 0.234 -0.044
C 5.699 -2.767 -1.130 -0.061 0.284 -0.144
C 5.912 -1.474 -1.609 -0.348 0.021 0.025
C 4.830 -0.615 -1.833 -0.226 -0.368 0.101
C 2.667 1.693 -2.120 0.396 0.554 0.138
C 2.638 2.755 -1.192 0.026 -0.298 -0.385
C 2.896 4.055 -1.631 -0.043 0.013 0.129
C 3.201 4.307 -2.968 -0.034 -0.363 -0.001
C 3.323 3.242 -3.864 0.098 -0.128 0.136
C 3.071 1.938 -3.440 -0.095 0.196 0.140
H -0.618 -1.599 -3.959 0.141 0.585 1.113
H 1.654 -1.173 -3.703 -0.271 0.619 0.215
H -2.508 -2.659 -3.780 -0.075 -0.243 0.221
H -3.826 -4.782 -3.685 0.023 0.193 0.233
H -4.707 -5.619 -1.510 0.179 0.216 -0.115
H -4.255 -4.346 0.588 -0.013 0.051 -0.250
H -2.956 -2.238 0.486 -0.052 -0.354 -0.259
H -1.113 1.709 -2.732 -0.842 -0.129 0.152
H -2.574 3.644 -3.097 -0.266 -0.270 -0.027
H -5.062 3.458 -2.799 0.252 -0.378 -0.010
H -6.068 1.193 -2.443 0.227 0.107 0.083
H -4.628 -0.792 -2.091 0.134 0.373 0.144
H 2.291 -2.754 -0.946 0.352 0.127 -0.077
H 4.237 -4.242 -0.542 0.047 0.161 -0.050
H 6.549 -3.416 -0.937 -0.139 0.072 -0.055
H 6.918 -1.118 -1.807 -0.076 -0.086 0.052
H 4.994 0.404 -2.197 -0.039 -0.406 0.185
H 2.419 2.561 -0.139 -0.061 0.156 -0.415
H 2.842 4.880 -0.919 0.009 -0.232 -0.203
H 3.342 5.327 -3.319 0.045 -0.185 0.120
H 3.609 3.420 -4.899 -0.092 0.000 0.226
H 3.164 1.101 -4.139 -0.164 0.320 0.138
Cl -2.282 -1.164 3.417 -0.094 0.200 -0.209
C -2.590 0.252 2.395 0.442 0.024 -0.827
Cl -4.252 0.178 1.706 0.359 -0.016 0.275
Cl -2.375 1.738 3.334 -0.144 -0.362 -0.126
C -1.634 0.289 1.091 0.464 0.956 -0.358
O -1.265 -0.872 0.627 -0.988 1.262 0.674
O -1.382 1.415 0.639 -0.357 -1.946 0.547